Entry 1:
C50H61BN4NiOPSSe2 as an isolated structure at a distorted geometry. Source: OMol25; level of theory: ωB97M-V with the def2-TZVPD basis set.

```
! wB97M-V def2-TZVPD RIJCOSX def2/J DEFGRID3
* xyz -1 1
Ni -0.781 -0.307 -0.439
Se -0.423 1.708 0.502
P -3.326 2.284 -1.273
Se -3.099 0.061 -1.188
C -2.420 2.827 -2.805
C -2.644 4.136 -3.254
C -1.940 4.655 -4.334
C -0.985 3.877 -4.985
C -0.750 2.580 -4.546
C -1.464 2.058 -3.464
C -5.047 2.378 -1.957
C -5.992 3.135 -1.265
C -7.300 3.252 -1.735
C -7.674 2.608 -2.908
C -6.738 1.849 -3.609
C -5.437 1.737 -3.137
H -3.382 4.754 -2.745
H -2.132 5.670 -4.667
H -0.426 4.284 -5.822
H -0.006 1.964 -5.042
H -1.271 1.051 -3.123
H -5.694 3.636 -0.347
H -8.026 3.841 -1.184
H -8.692 2.690 -3.274
H -7.026 1.344 -4.525
H -4.706 1.144 -3.681
C 2.876 -4.789 -3.051
C 1.462 -4.614 -3.599
N 0.473 -4.268 -2.574
C -0.276 -5.369 -1.961
C 0.327 -5.902 -0.662
C 0.358 -2.964 -2.179
S -0.786 -2.594 -0.944
N 1.210 -2.151 -2.830
C 1.257 -0.826 -2.625
O 0.469 -0.126 -1.981
C 2.416 -0.087 -3.257
C 2.544 1.277 -2.997
C 3.608 1.995 -3.532
C 4.549 1.353 -4.330
C 4.429 -0.010 -4.584
C 3.366 -0.729 -4.049
H 3.581 -4.943 -3.875
H 2.944 -5.651 -2.380
H 3.170 -3.890 -2.503
H 1.127 -5.535 -4.073
H 1.467 -3.832 -4.347
H -0.322 -6.168 -2.701
H -1.288 -5.032 -1.770
H 1.352 -6.252 -0.813
H -0.272 -6.741 -0.290
H 0.331 -5.116 0.098
H 1.800 1.754 -2.364
H 3.704 3.056 -3.320
H 5.378 1.913 -4.752
H 5.170 -0.511 -5.198
H 3.258 -1.791 -4.234
C 4.367 -2.508 1.889
C 3.616 -1.974 0.647
C 2.241 -2.621 0.513
C 3.653 -0.441 0.576
C 4.695 0.078 -0.195
C 4.949 1.434 -0.265
C 4.182 2.302 0.494
C 3.117 1.841 1.264
C 2.416 2.833 2.180
C 2.181 4.202 1.531
C 3.215 2.976 3.484
C 2.809 0.461 1.256
N 1.631 -0.018 1.934
B 0.215 0.216 1.607
N -0.498 -0.495 2.692
C 0.466 -1.008 3.577
C 1.706 -0.725 3.136
C -1.849 -0.283 3.186
C -2.855 -1.263 3.120
C -4.143 -0.903 3.538
C -4.443 0.345 4.037
C -3.416 1.260 4.211
C -2.121 0.958 3.821
C -1.022 1.922 4.248
C -0.781 1.785 5.757
C -1.312 3.377 3.886
C -2.756 -2.743 2.704
C -3.417 -2.966 1.335
C -1.379 -3.409 2.784
H 4.828 -3.478 1.673
H 3.679 -2.654 2.728
H 5.156 -1.822 2.207
H 4.192 -2.298 -0.221
H 1.653 -2.559 1.429
H 2.351 -3.684 0.255
H 1.677 -2.142 -0.280
H 5.318 -0.613 -0.757
H 5.748 1.811 -0.898
H 4.412 3.364 0.483
H 1.447 2.424 2.433
H 3.122 4.701 1.270
H 1.644 4.856 2.226
H 1.576 4.097 0.627
H 4.227 3.345 3.279
H 3.300 2.014 4.000
H 2.720 3.685 4.161
H 0.181 -1.541 4.473
H 2.653 -0.974 3.597
H -4.928 -1.654 3.472
H -5.459 0.590 4.334
H -3.626 2.219 4.678
H -0.104 1.630 3.758
H -1.655 2.123 6.325
H 0.087 2.382 6.064
H -0.586 0.742 6.024
H -2.226 3.741 4.368
H -1.423 3.484 2.806
H -0.486 4.016 4.217
H -3.377 -3.260 3.437
H -2.868 -2.458 0.547
H -4.436 -2.570 1.319
H -3.449 -4.037 1.097
H -0.649 -2.933 2.134
H -1.470 -4.456 2.467
H -0.994 -3.400 3.809
*
```

Energy (Eh): -9311.9628
HOMO energy (spin up / spin down) (eV): -4.372 / -4.337
Strongest force on any atom (eV/Å): 1.98
LUMO energy (spin up / spin down) (Ha): 0.08665 / 0.06995
Orbital gap (spin up / spin down) (eV): 6.73 / 6.24


Entry 2:
C50H62BFN6O6PSn as an isolated structure at a distorted geometry. Source: OMol25; level of theory: ωB97M-V with the def2-TZVPD basis set.

```
! wB97M-V def2-TZVPD RIJCOSX def2/J DEFGRID3
* xyz 1 1
Sn 0.464 0.849 1.145
C -0.818 -6.115 -2.606
C -2.000 -5.379 -1.984
N -1.676 -3.980 -1.658
C -1.148 -3.704 -0.440
C -0.799 -2.472 0.012
C -0.191 -2.424 1.407
O 0.110 -3.501 1.924
O -0.065 -1.250 1.928
C -0.988 -1.346 -0.853
O -0.693 -0.168 -0.620
C -1.586 -1.646 -2.154
C -1.864 -0.595 -3.021
C -2.396 -0.831 -4.249
F -2.701 0.240 -5.019
C -2.630 -2.134 -4.718
C -2.346 -3.175 -3.851
C -1.875 -2.949 -2.555
N -3.074 -2.437 -6.031
C -3.274 -1.385 -7.032
C -3.526 -2.060 -8.389
N -2.844 -3.402 -8.356
C -3.589 -4.334 -7.436
C -4.035 -3.518 -6.219
H -1.090 -7.147 -2.844
H 0.021 -6.133 -1.907
H -0.483 -5.616 -3.522
H -2.294 -5.862 -1.057
H -2.866 -5.396 -2.638
H -0.980 -4.546 0.223
H -1.664 0.422 -2.693
H -2.452 -4.195 -4.201
H -2.382 -0.774 -7.090
H -4.114 -0.727 -6.810
H -3.132 -1.464 -9.204
H -4.580 -2.246 -8.575
H -1.914 -3.263 -7.969
H -2.750 -3.802 -9.282
H -2.915 -5.140 -7.160
H -4.436 -4.750 -7.976
H -4.082 -4.163 -5.353
H -5.043 -3.118 -6.373
C 2.445 -3.116 -2.166
C 2.109 -2.033 -2.972
C 2.079 -0.738 -2.466
C 2.391 -0.511 -1.126
C 2.707 -1.602 -0.307
C 2.740 -2.889 -0.825
N 2.391 0.803 -0.576
N 2.279 1.835 -1.581
C 1.769 2.936 -1.059
C 1.787 4.151 -1.838
C 1.226 5.283 -1.341
C 0.655 5.291 -0.035
C 0.699 4.128 0.671
N 1.236 2.970 0.201
H 2.502 -4.119 -2.579
H 1.875 -2.197 -4.021
H 1.830 0.113 -3.089
H 2.916 -1.438 0.751
H 2.977 -3.718 -0.166
H 2.263 4.112 -2.813
H 1.220 6.190 -1.935
H 0.205 6.182 0.385
H 0.279 4.081 1.672
C 5.092 0.232 3.223
C 4.900 1.264 2.130
C 5.045 2.661 2.707
O 3.538 1.125 1.615
B 3.602 1.054 0.242
O 4.864 1.155 -0.254
C 5.798 1.031 0.854
C 6.380 -0.375 0.767
C 6.904 2.048 0.658
H 4.427 0.465 4.056
H 6.123 0.250 3.589
H 4.856 -0.774 2.878
H 4.383 2.772 3.565
H 4.789 3.426 1.968
H 6.071 2.824 3.048
H 5.610 -1.139 0.896
H 7.173 -0.528 1.506
H 6.804 -0.499 -0.230
H 6.522 3.071 0.645
H 7.384 1.852 -0.302
H 7.655 1.952 1.448
C -2.093 3.028 -1.254
C -2.755 2.750 0.077
O -2.985 1.356 0.190
C -3.535 0.989 1.447
C -3.772 -0.503 1.454
H -1.839 4.088 -1.339
H -2.762 2.750 -2.075
H -1.169 2.446 -1.342
H -3.700 3.293 0.169
H -2.106 3.086 0.897
H -4.472 1.531 1.616
H -2.844 1.268 2.251
H -4.410 -0.783 0.610
H -4.260 -0.803 2.385
H -2.821 -1.037 1.364
C 1.373 0.952 4.761
P -0.313 1.437 4.213
C -0.422 3.165 4.806
C -1.634 3.687 5.269
C -1.744 5.033 5.593
C -0.655 5.882 5.438
C 0.548 5.380 4.960
C 0.662 4.031 4.642
C -1.329 0.499 5.410
C -1.343 0.773 6.778
C -2.102 -0.009 7.638
C -2.851 -1.070 7.138
C -2.837 -1.352 5.780
C -2.076 -0.570 4.916
H 1.565 1.267 5.785
H 2.117 1.383 4.092
H 1.438 -0.136 4.684
H -2.491 3.032 5.385
H -2.684 5.422 5.969
H -0.744 6.934 5.685
H 1.400 6.038 4.832
H 1.607 3.654 4.261
H -0.766 1.605 7.170
H -2.113 0.211 8.700
H -3.442 -1.679 7.813
H -3.413 -2.185 5.392
H -2.037 -0.797 3.854
*
```

Energy (Eh): -3402.7516
HOMO energy (eV): -7.934
Strongest force on any atom (eV/Å): 1.04
LUMO energy (Ha): -0.11858
Orbital gap (eV): 4.71